{"formula": "C5H8O", "method": "ωB97M-V with the def2-TZVPD basis set", "e_tot_ev": -7360.22389, "orbital_gap_ha": 0.386, "smiles": "CC#CCCO", "species": ["C", "C", "C", "C", "C", "O", "H", "H", "H", "H", "H", "H", "H", "H"], "coordinates": [[-2.574, 0.873, -0.465], [-1.118, 0.727, -0.419], [0.063, 0.487, -0.470], [1.418, -0.063, -0.554], [1.823, -0.818, 0.737], [0.740, -1.380, 1.432], [-3.038, -0.107, -0.300], [-2.963, 1.563, 0.291], [-2.883, 1.227, -1.455], [1.420, -0.749, -1.406], [2.156, 0.715, -0.772], [2.472, -1.653, 0.464], [2.402, -0.146, 1.386], [0.083, -0.676, 1.530]]}

***

{"formula": "C5H8O", "method": "ωB97M-V with the def2-TZVPD basis set", "e_tot_ev": -7357.05293, "orbital_gap_ha": 0.297, "species": ["O", "C", "C", "C", "C", "C", "H", "H", "H", "H", "H", "H", "H", "H"], "coordinates": [[-0.610, 2.424, -0.445], [-0.370, 1.288, -0.119], [-1.399, 0.202, 0.195], [-0.563, -1.022, 0.450], [0.818, -0.779, 0.158], [1.039, 0.709, 0.049], [-1.985, 0.517, 1.069], [-2.109, 0.138, -0.644], [-0.926, -1.963, 0.839], [0.174, -1.295, -0.801], [1.193, -1.164, -1.393], [1.596, -1.439, 0.531], [1.440, 1.059, 1.009], [1.713, 1.024, -0.751]]}

***

{"formula": "C5H8O", "method": "ωB97M-V with the def2-TZVPD basis set", "e_tot_ev": -7360.74404, "orbital_gap_ha": 0.362, "smiles": "C=CC/C=C\\O", "species": ["O", "C", "C", "C", "C", "C", "H", "H", "H", "H", "H", "H", "H", "H"], "coordinates": [[1.112, 0.199, -1.719], [1.582, 0.574, -0.500], [1.132, 0.077, 0.654], [0.065, -0.990, 0.639], [-1.258, -0.501, 0.075], [-1.597, 0.785, 0.023], [2.353, 1.334, -0.580], [1.505, 0.478, 1.591], [0.417, -1.840, 0.036], [-0.106, -1.394, 1.644], [0.207, -0.136, -1.593], [-1.952, -1.257, -0.293], [-2.540, 1.130, -0.386], [-0.919, 1.541, 0.409]]}

***

{"formula": "C5H8O", "method": "ωB97M-V with the def2-TZVPD basis set", "e_tot_ev": -7358.84391, "orbital_gap_ha": 0.349, "species": ["O", "C", "C", "C", "C", "C", "H", "H", "H", "H", "H", "H", "H", "H"], "coordinates": [[1.499, -1.672, 0.340], [0.667, -0.620, 0.123], [-0.826, -0.828, 0.201], [-1.233, 0.549, -0.279], [-0.261, 1.439, 0.226], [0.908, 0.731, 0.466], [2.375, -1.336, 0.567], [0.363, -0.310, -1.432], [-1.194, -1.663, -0.399], [-1.102, -0.965, 1.255], [-0.463, 0.178, -1.522], [-2.265, 0.822, -0.476], [-0.347, 2.521, 0.232], [1.880, 1.155, 0.698]]}

***

{"formula": "C5H8O", "method": "ωB97M-V with the def2-TZVPD basis set", "e_tot_ev": -7359.37808, "orbital_gap_ha": 0.326, "species": ["C", "O", "C", "C", "C", "C", "H", "H", "H", "H", "H", "H", "H", "H"], "coordinates": [[-0.470, 0.640, 1.250], [-0.325, -0.765, 1.624], [-0.081, -1.734, 0.782], [0.486, 1.014, 0.141], [0.155, 0.164, -1.083], [0.024, -1.317, -0.676], [-0.291, 1.186, 2.178], [-1.514, 0.788, 0.948], [1.513, 0.829, 0.480], [0.400, 2.084, -0.078], [0.924, 0.282, -1.853], [-0.785, 0.526, -1.519], [0.843, -1.924, -1.083], [-0.878, -1.776, -1.111]]}

***

{"formula": "C5H8O", "method": "ωB97M-V with the def2-TZVPD basis set", "e_tot_ev": -7359.82430, "orbital_gap_ha": 0.389, "smiles": "CC#CCOC", "species": ["C", "O", "C", "C", "C", "C", "H", "H", "H", "H", "H", "H", "H", "H"], "coordinates": [[0.258, -1.847, -1.064], [1.275, -0.932, -1.400], [0.823, 0.404, -1.431], [0.232, 0.833, -0.150], [-0.273, 1.044, 0.925], [-0.897, 1.269, 2.228], [-0.561, -1.835, -1.802], [0.715, -2.838, -1.051], [-0.164, -1.631, -0.073], [1.697, 1.016, -1.672], [0.083, 0.545, -2.237], [-0.384, 0.689, 3.003], [-0.857, 2.324, 2.512], [-1.946, 0.960, 2.213]]}

***

{"formula": "C5H8O", "method": "ωB97M-V with the def2-TZVPD basis set", "e_tot_ev": -7359.36858, "orbital_gap_ha": 0.371, "smiles": "C=CC1(O)CC1", "species": ["C", "C", "C", "C", "C", "O", "H", "H", "H", "H", "H", "H", "H", "H"], "coordinates": [[2.150, 0.174, -0.558], [1.067, -0.356, -0.018], [-1.254, -0.165, -0.899], [-1.514, -0.400, 0.587], [-0.308, 0.432, 0.054], [-0.268, 1.786, 0.286], [3.098, -0.321, -0.584], [2.077, 1.306, -0.823], [1.172, -1.337, 0.213], [-0.753, -0.947, -1.461], [-1.860, 0.510, -1.277], [-2.252, 0.292, 0.872], [-1.384, -1.283, 1.218], [0.159, 1.944, 1.199]]}

***

{"formula": "C5H8O", "method": "ωB97M-V with the def2-TZVPD basis set", "e_tot_ev": -7355.23589, "orbital_gap_ha": [0.285, 0.285], "species": ["C", "C", "C", "C", "C", "O", "H", "H", "H", "H", "H", "H", "H", "H"], "coordinates": [[-1.347, 0.332, -0.698], [-1.173, 1.579, -0.041], [-0.725, 0.264, 0.726], [0.522, -0.283, 0.660], [1.848, -0.404, 0.143], [1.353, -1.016, 1.388], [-0.606, 0.182, -1.487], [-0.671, -2.282, -0.649], [-1.969, 1.992, 0.578], [-0.451, 2.311, -0.368], [-1.367, -0.028, 1.547], [-0.077, -2.393, -0.125], [2.094, -1.106, -0.641], [2.558, 0.396, 0.279]]}

***

Please write out number 7 again, unchanged.
{"formula": "C5H8O", "method": "ωB97M-V with the def2-TZVPD basis set", "e_tot_ev": -7359.36858, "orbital_gap_ha": 0.371, "smiles": "C=CC1(O)CC1", "species": ["C", "C", "C", "C", "C", "O", "H", "H", "H", "H", "H", "H", "H", "H"], "coordinates": [[2.150, 0.174, -0.558], [1.067, -0.356, -0.018], [-1.254, -0.165, -0.899], [-1.514, -0.400, 0.587], [-0.308, 0.432, 0.054], [-0.268, 1.786, 0.286], [3.098, -0.321, -0.584], [2.077, 1.306, -0.823], [1.172, -1.337, 0.213], [-0.753, -0.947, -1.461], [-1.860, 0.510, -1.277], [-2.252, 0.292, 0.872], [-1.384, -1.283, 1.218], [0.159, 1.944, 1.199]]}